[1]
The molecule C8H13ClSi2, computed with wB97M-V/def2-TZVPD.

SMILES: C=C[SiH](C=C)[Si](Cl)(C=C)C=C
HOMO in eV: -9.13

The geometry in ORCA input format:
```
! wB97M-V def2-TZVPD RIJCOSX def2/J DEFGRID3
* xyz 0 1
Cl 2.97808 1.33213 -0.48853
Si 1.29513 0.64865 0.34084
Si 0.58322 -1.12949 -1.13168
C -1.69106 -1.36592 0.66159
C -0.76085 -1.96227 -0.13404
C -0.49897 2.73877 -0.40165
C 1.70107 0.10540 2.14642
C -0.07248 -0.53682 -2.80085
C 0.13097 2.15734 0.61130
C -1.36769 -0.59185 -3.13254
C 2.90525 0.12758 2.70342
H -1.20751 3.58765 -0.25951
H -2.13754 -0.78110 -2.36664
H -2.27301 -1.98974 1.19425
H 0.48494 -0.32573 -3.67201
H -1.95296 -0.37862 -4.08896
H -0.35264 2.45967 -1.46298
H -1.80137 -0.38942 0.97928
H -0.80795 -2.98474 -0.21512
H 3.09854 0.11606 3.78147
H 3.66325 0.68772 2.14439
H 0.96103 -0.53950 2.53704
H -0.10156 2.51747 1.63303
H 1.37053 -2.24168 -1.66663
*
```

[2]
The ion C8H13F4N2 with charge +1, computed with wB97M-V/def2-TZVPD.

SMILES: N[C@@]1([NH3+])C[C@@H]2CC[C@@]1(F)[C@H](F)C2(F)F
HOMO in eV: -13.67

The geometry in ORCA input format:
```
! wB97M-V def2-TZVPD RIJCOSX def2/J DEFGRID3
* xyz 1 1
F -1.79942 -2.06032 -0.00123
F -2.64644 -0.10337 -1.31998
F 0.50904 -1.73457 1.59508
F -2.89422 0.99999 0.67472
N 2.14665 -0.48782 -0.16035
N 0.74029 -1.87773 -1.20432
C -0.07546 1.92253 0.66217
C -0.79329 1.29394 -0.61492
C -1.48927 -0.90344 0.64482
C -0.04516 -0.68605 0.87328
C -2.01405 0.38077 -0.19327
C 0.22755 0.53050 -1.47091
C 0.80861 -0.60119 -0.61020
C 0.19290 0.72505 1.56225
H 0.01745 -2.10458 -1.90947
H 2.25125 -1.04698 0.66900
H -0.13085 0.17488 -2.37079
H 1.00830 -2.71357 -0.71073
H 1.18574 0.76114 1.89288
H 2.60850 0.49789 -0.07777
H 1.22158 1.09404 -1.56186
H -1.99886 -0.93161 1.65682
H -0.42378 0.77378 2.50182
H -0.78971 2.59610 1.02602
H 2.71993 -0.99562 -0.91416
H -1.36986 2.12871 -1.10964
H 0.83257 2.36750 0.47072
*
```

[3]
A structure of composition C8H13F6N3O9S2Te4V, computed with wB97M-V/def2-TZVPD.

HOMO (spin up / spin down) in eV: -0.72 / -0.60

The geometry in ORCA input format:
```
! wB97M-V def2-TZVPD RIJCOSX def2/J DEFGRID3
* xyz -2 2
Te 0.04952 1.80771 -7.40458
Te 0.13206 1.12610 -4.81154
Te -0.87198 -1.34073 -3.45876
Te 0.10004 0.55605 -2.14521
V -0.27556 -0.04805 0.00304
S 1.14701 -1.46936 -0.59099
S -1.75786 -2.33109 -0.89390
F 1.49950 -4.20238 -0.92362
F -3.25331 -4.35391 -1.65385
F 0.61928 -3.70720 0.98593
F 2.67550 -3.22095 0.57881
F -3.66158 -3.68648 0.36675
F -1.92053 -4.89864 -0.04546
O 0.43521 1.67448 0.59918
O 2.23636 -1.50737 -1.54968
O 2.96197 1.10011 -0.45018
O 1.50567 1.82983 2.53956
O -2.05097 0.58175 -0.00799
O -2.89736 -1.56850 -1.37019
O 1.39016 -0.90114 0.78740
O -3.82853 1.09161 1.23575
O -1.31098 -1.89008 0.47105
N -0.66557 -0.02766 2.34095
N -1.92374 0.59430 2.29363
N -0.66370 -2.71335 -1.86579
C -4.47500 1.37666 -0.01904
C -2.67349 -3.90450 -0.53490
C 4.01279 2.01915 1.51334
C 2.83102 2.07950 0.55766
C 1.43459 -3.26078 0.01402
C 1.50608 1.78858 1.30558
C 2.68739 3.45410 -0.09885
C -2.55934 0.71227 1.10057
H 3.76668 1.24564 -0.95763
H 1.91134 3.41178 -0.86183
H 4.93050 2.29039 0.98239
H 4.10804 1.00571 1.90102
H -2.49726 0.69444 3.11622
H 2.43705 4.22487 0.63430
H -3.98727 2.21486 -0.51324
H -0.70078 -0.96622 2.71794
H -4.43598 0.50560 -0.67069
H 3.62881 3.72443 -0.58740
H 3.86677 2.69655 2.35391
H -5.50186 1.62727 0.23201
H 0.03937 0.56469 2.78429
*
```

[4]
The molecule C8H13FN2O, computed with wB97M-V/def2-TZVPD.

SMILES: CO/N=C(/F)C1=CCCN(C)C1
HOMO in eV: -8.43

The geometry in ORCA input format:
```
! wB97M-V def2-TZVPD RIJCOSX def2/J DEFGRID3
* xyz 0 1
F 2.23986 -1.67060 -1.00493
O -0.66964 -2.90083 0.50285
N 0.72671 1.94411 0.11479
N 0.63186 -2.91292 0.10923
C 0.34624 -0.48754 -0.29151
C 1.38908 3.30541 0.29679
C -0.62167 2.14739 -0.41205
C -1.15000 -4.30661 0.60166
C -1.51476 1.04488 0.30814
C 1.30882 0.80059 -0.55867
C 0.90689 -1.73594 -0.45984
C -0.96829 -0.38743 -0.02149
H -2.45703 0.96638 -0.14818
H -1.56169 -1.36601 0.00813
H -2.04246 -4.08732 1.17038
H -0.93321 3.13608 -0.02883
H -1.64591 1.28747 1.38351
H 2.23342 0.54831 -0.16167
H -0.55487 -5.09844 1.23106
H -1.51373 -4.65511 -0.43809
H 2.47156 3.17551 0.55279
H 1.49376 3.93241 -0.85681
H -0.61648 2.24601 -1.49378
H 0.94720 3.98887 1.12113
H 1.55433 1.08533 -1.52460
*
```

[5]
A cluster of 2 separate species, C8H13FN2O6P in total, computed with wB97M-V/def2-TZVPD.

HOMO in eV: -13.83

The geometry in ORCA input format:
```
! wB97M-V def2-TZVPD RIJCOSX def2/J DEFGRID3
* xyz 1 1
P 2.01704 4.02702 -1.69037
F 2.13292 -1.71658 -1.25983
O -0.08133 -1.88773 2.19779
O 2.99309 4.18322 -2.91064
O -2.31563 -1.62934 2.20759
O 0.88024 4.91479 -1.55795
O -1.36090 -2.96791 3.69447
O 3.00539 3.85193 -0.47743
N 1.06246 0.28899 -1.43763
N 1.48130 2.36802 -1.83901
C -3.39801 -2.32429 2.85314
C 1.06966 -1.01620 -0.74736
C -0.22315 -1.76865 -0.90079
C -2.72949 -2.84453 4.11385
C 0.70035 1.88608 -2.88499
C -1.15284 -2.14095 2.66238
C 0.44531 0.59935 -2.63422
C 1.67653 1.36832 -0.98613
H -4.21742 -1.63658 3.03693
H 2.25574 1.43654 -0.07641
H 2.83163 4.51624 0.21061
H -0.27727 -2.28781 -1.86093
H -2.77442 -2.13184 4.93729
H 2.66915 3.85656 -3.76086
H -3.73235 -3.12783 2.19659
H -3.09901 -3.80970 4.44507
H 1.25692 -0.79979 0.30815
H -0.27420 -2.49784 -0.09531
H -1.07978 -1.09671 -0.80562
H -0.12643 -0.09991 -3.22238
H 0.36451 2.48712 -3.71604
*
```

[6]
The molecule C8H13FO, computed with wB97M-V/def2-TZVPD.

SMILES: CC1(C)C(=O)C(C)(C)C1F
HOMO in eV: -9.28

The geometry in ORCA input format:
```
! wB97M-V def2-TZVPD RIJCOSX def2/J DEFGRID3
* xyz 0 1
F -0.36788 2.10387 0.48314
O 0.15911 -1.84710 1.32830
C -0.29900 1.07445 -0.37500
C 1.86277 -0.32306 -1.42065
C -2.25749 0.07696 0.89943
C 2.08028 0.55398 0.96768
C -1.13359 -0.12263 -0.00038
C -1.44574 -0.88780 -1.26043
C 1.16498 -0.02641 -0.08227
C 0.00916 -0.90963 0.55968
H 1.65383 1.32958 1.47050
H 1.90220 -1.44325 -1.65527
H 1.29545 0.11471 -2.18739
H 2.94797 0.01277 -1.49845
H -2.03781 -0.33083 -2.03136
H -2.85344 0.68770 0.31460
H -0.38580 1.40469 -1.41394
H -2.02364 0.59717 1.83765
H -0.50142 -1.11006 -1.74558
H 2.93591 1.01891 0.35305
H -1.98373 -1.87099 -1.22467
H 2.50564 -0.18632 1.52227
H -2.90815 -0.80206 1.15976
*
```

[7]
The molecule C8H13IN2, computed with wB97M-V/def2-TZVPD.

HOMO in eV: -8.08

The geometry in ORCA input format:
```
! wB97M-V def2-TZVPD RIJCOSX def2/J DEFGRID3
* xyz 0 1
I 2.92245 -1.34778 -2.54984
N -0.77374 -1.44998 -0.67223
N 0.21448 -1.19780 -1.53366
C 1.35824 -1.66729 -1.13764
C -0.28128 -0.58667 -2.76321
C -0.82546 0.60195 0.56692
C -2.40453 -0.98029 1.15149
C 0.26650 1.26752 1.21473
C 1.10329 1.82805 0.02141
C 1.05707 0.51271 2.24008
C -1.12134 -0.70618 0.33764
H 2.21887 1.67519 0.26628
H -3.25844 -0.53784 0.63204
H 1.97099 1.08076 2.68459
H 1.52643 -0.51619 1.91604
H 0.44412 0.10782 3.05335
H 0.56008 -0.54353 -3.55478
H 0.89141 1.28603 -0.84567
H -2.35105 -0.85888 2.21735
H 0.05774 2.14693 1.75396
H -0.82128 0.32681 -2.75559
H -2.61033 -2.10603 1.20854
H 0.96110 2.96483 -0.17705
H -1.10534 -1.30014 -3.27475
*
```

[8]
A structure of composition C8H13K2N2O9S, computed with wB97M-V/def2-TZVPD.

HOMO in eV: -9.38

The geometry in ORCA input format:
```
! wB97M-V def2-TZVPD RIJCOSX def2/J DEFGRID3
* xyz 1 1
K -2.51566 -5.20151 -0.69959
K 3.06454 -3.76296 3.41316
S 1.22955 -0.39732 -1.69627
O -0.14566 -0.73623 -1.76818
O 0.69992 -3.22731 2.22188
O -2.97023 0.28386 0.82192
O -0.55447 -3.64806 0.39172
O 1.46580 1.08666 -1.25433
O -3.16224 -1.72257 0.07742
O 1.81387 -0.20142 -3.17300
O -0.33203 -1.55313 1.13978
O 2.10849 -1.21753 -0.96787
N 1.29137 0.71730 1.33829
N -3.56045 -0.75662 0.71738
C 0.36047 1.70271 1.13929
C 1.02007 2.87559 0.91953
C 1.86048 1.18269 -3.54007
C -0.02918 -2.91072 1.25503
C 1.18345 1.94191 -2.39255
C 2.41688 2.60082 1.01739
C -4.85740 -0.87702 1.41168
C 2.53232 1.26926 1.32808
H -5.47438 -0.02515 1.15855
H 1.35317 1.38925 -4.48181
H 0.10349 1.98281 -2.53928
H 3.44891 0.72336 1.48797
H 1.59484 2.89176 -2.07611
H -0.97549 -1.51693 0.40913
H 0.51311 3.81902 0.79597
H 1.02647 -0.25748 1.42781
H 2.90389 1.48165 -3.65868
H -0.68728 1.47947 1.24558
H -4.63975 -0.91112 2.47680
H -5.30488 -1.81858 1.12342
H 3.21804 3.31355 0.92997
*
```

[9]
A structure of composition C8H13N, computed with wB97M-V/def2-TZVPD.

HOMO in eV: -8.81

The geometry in ORCA input format:
```
! wB97M-V def2-TZVPD RIJCOSX def2/J DEFGRID3
* xyz 0 1
N 1.71048 0.52229 -0.70134
C -0.78396 1.66203 -0.89209
C 0.87324 -1.19585 0.28780
C 0.96904 0.21707 0.71255
C -0.81741 0.21915 -0.84576
C -1.36874 0.59009 1.55451
C -0.46432 -2.13337 0.40447
C 0.73146 -0.40835 -1.07931
C -0.44582 0.85879 0.39080
H -1.70914 -0.62963 -0.81794
H -2.35152 1.38498 1.16682
H 1.65806 1.64181 -0.92546
H -1.50148 -1.90767 0.02345
H 0.15745 2.03189 -1.19516
H -0.13748 -2.62778 -0.57658
H 1.94482 -1.60547 0.16824
H 1.54601 0.51799 1.49952
H -0.40674 -3.14335 1.26102
H -1.58466 2.50008 -0.98645
H -1.62446 -0.63613 1.52785
H 0.69096 -1.06268 -2.14893
H -0.81615 1.02257 2.71508
*
```

Number 1: energy -1351.71322 Ha. Number 2: energy -821.32511 Ha. Number 3: energy -4565.67791 Ha. Number 4: energy -597.03820 Ha. Number 5: energy -1314.72120 Ha. Number 6: energy -487.64467 Ha. Number 7: energy -719.53040 Ha. Number 8: energy -2697.15364 Ha. Number 9: energy -367.03866 Ha.